# 1
C3H2ClNO | ωB97M-V with the def2-TZVPD basis set

The geometry in XYZ format:
```
8
Properties=species:S:1:pos:R:3:forces:R:3:nbo_charge:R:1
C 0.3391 0.2026 1.6602 -1.9 -1.3 -4.4 0.15
C 0.4016 1.2630 2.5490 0.3 1.9 2.0 0.46
C 0.4061 -0.5212 -0.1015 -0.2 2.6 3.7 -0.12
N 0.5853 -0.9516 1.3221 0.7 -2.6 0.5 -0.39
O -0.2457 1.8418 3.3814 0.4 -1.3 -1.5 -0.45
Cl 2.0682 1.7548 2.1396 0.9 1.0 0.3 -0.05
H -0.5763 -0.5100 -0.5295 -0.3 0.0 -0.1 0.20
H 1.2594 -0.0179 -0.5249 0.1 -0.3 -0.4 0.20
```
Positions in Å, forces in eV/Å.

The calculation puts the HOMO-LUMO gap (spin up / spin down) at 0.28712 / 0.28712 Eh.

***

# 2
C3H2ClNO | ωB97M-V with the def2-TZVPD basis set

The geometry in XYZ format:
```
8
Properties=species:S:1:pos:R:3:forces:R:3:nbo_charge:R:1
C 1.4350 0.9106 0.1718 -2.2 -1.0 1.3 0.13
C 2.7954 0.5517 0.0050 1.5 1.0 -0.7 0.45
C 0.2448 0.5184 -0.5536 0.5 1.2 -2.4 -0.28
N 0.3443 1.3767 0.6118 1.7 1.1 1.1 -0.24
O 3.5671 1.3006 -0.5051 0.4 0.4 0.2 -0.46
Cl 3.2224 -1.1118 0.1682 -0.3 -0.7 0.5 0.01
H 0.2793 1.0614 -1.5359 -1.1 -1.0 0.7 0.19
H -0.2384 -0.3998 -0.3533 -0.4 -1.0 -0.5 0.20
```
Positions in Å, forces in eV/Å.

The calculation puts the HOMO-LUMO gap at 0.38516 Eh. Its structure (SMILES) is O=C(Cl)C1=NC1.

***

# 3
C3H2ClNO3 | ωB97M-V with the def2-TZVPD basis set

The geometry in XYZ format:
```
10
Properties=species:S:1:pos:R:3:forces:R:3:nbo_charge:R:1
C -0.4209 -0.1387 0.9153 1.8 -1.7 0.3 0.01
C -0.8910 -1.3364 0.4305 -1.3 3.5 2.1 0.04
C 0.4481 -0.2782 -1.0800 2.9 0.5 -6.2 0.83
H 1.3451 1.8463 -0.6368 -1.2 1.4 0.9 0.50
H -1.7652 -1.9035 0.9973 2.1 0.8 -2.3 0.26
N 0.7622 0.2701 0.1203 -4.1 3.2 2.6 -0.21
O 0.6018 1.9302 0.0534 2.7 -4.5 -2.0 -0.52
O -0.4825 -1.3248 -0.9130 1.4 -0.2 -0.9 -0.45
O 1.0686 0.1119 -2.1584 -3.8 -2.5 4.9 -0.57
Cl -0.6661 0.8230 2.2714 -0.4 -0.5 0.6 0.11
```
Positions in Å, forces in eV/Å.

The calculation puts the HOMO-LUMO gap at 0.31881 Eh. Its structure (SMILES) is O=c1occ(Cl)n1O.

***

# 4
C3H2ClNO6S | ωB97M-V with the def2-TZVPD basis set

The geometry in XYZ format:
```
14
Properties=species:S:1:pos:R:3:forces:R:3:nbo_charge:R:1
C 0.1309 1.7090 -0.1545 -3.0 1.5 0.1 0.56
C 2.5646 -2.2852 -0.8747 0.0 0.2 -1.1 1.01
C 1.4565 1.6247 0.0590 3.0 -0.8 0.2 -0.69
N -0.5350 0.7926 0.6970 2.7 4.5 0.6 -0.84
O 2.5635 -2.3265 -2.0840 -0.1 0.2 -0.1 -0.71
O 2.0217 -0.8262 -0.4316 0.6 0.5 -0.5 -0.89
O -0.4906 2.5910 -0.8566 0.6 -1.8 1.1 -0.78
O 2.7893 -3.0026 0.0480 0.3 -0.7 1.3 -0.69
O 1.7432 -0.2520 1.8889 -0.2 -0.2 0.2 -1.01
O 3.7386 0.6327 0.8574 -1.0 -1.0 -1.1 -0.98
S 2.3435 0.2204 0.6523 0.4 1.0 1.3 2.38
Cl 2.4747 2.6034 -0.8733 1.0 1.4 -1.1 -0.06
H 0.1102 0.1353 0.9431 1.1 -2.6 1.4 0.38
H -1.3319 0.5169 0.3608 -5.5 -2.1 -2.3 0.34
```
Positions in Å, forces in eV/Å.

The calculation puts the HOMO-LUMO gap at 0.23131 Eh. Its structure (SMILES) is NC(=O)C(Cl)=[S@](=O)([O-])OC(=O)[O-]. Its total charge is -2.

***

# 5
C3H2ClO3 | ωB97M-V with the def2-TZVPD basis set

The geometry in XYZ format:
```
9
Properties=species:S:1:pos:R:3:forces:R:3:nbo_charge:R:1
C 1.3912 1.0324 -0.0126 -0.4 -0.8 0.0 0.69
C -1.9217 -0.4386 0.1872 3.8 0.2 0.0 -0.16
C 0.8383 -0.4024 0.2080 -3.6 0.2 -0.2 0.17
O 2.6072 1.0995 -0.1653 0.8 0.1 0.0 -0.73
O 0.4904 1.8717 -0.0385 -0.6 0.7 0.1 -0.74
O -0.5146 -0.7080 0.1037 -0.1 -0.3 0.0 -0.50
Cl 1.7852 -1.8087 -0.1124 0.1 -0.1 0.1 -0.04
H -2.4628 -1.2375 -0.2825 0.0 -0.2 0.0 0.15
H -2.2132 0.5917 0.1123 0.1 0.3 0.0 0.17
```
Positions in Å, forces in eV/Å.

The calculation puts the HOMO-LUMO gap (spin up / spin down) at 0.26290 / 0.29528 Eh. Its total charge is -1.

***

# 6
C3H2ClO3S | ωB97M-V with the def2-TZVPD basis set

The geometry in XYZ format:
```
10
Properties=species:S:1:pos:R:3:forces:R:3:nbo_charge:R:1
C -0.6039 -0.3793 1.0144 0.9 -0.8 -0.7 0.73
C 0.1938 1.2705 -1.0084 1.4 0.3 3.6 0.40
C -0.0882 -0.8158 -0.3125 1.9 2.7 0.3 -0.40
O 0.2775 -0.4664 1.9952 0.4 0.3 1.1 -0.69
O -1.7460 -0.0642 1.1671 -1.0 0.4 0.6 -0.60
O 0.8516 2.1135 -0.4290 -1.5 -1.9 -1.7 -0.60
S 1.3829 -1.5330 -0.5484 1.2 -1.0 0.3 -0.34
Cl -0.5832 1.6383 -2.5637 -0.5 0.4 -1.3 -0.19
H -0.8393 -0.9881 -0.9729 -2.2 -0.4 -1.9 0.19
H 1.1549 -0.7755 1.6584 -0.6 0.0 -0.5 0.50
```
Positions in Å, forces in eV/Å.

The calculation puts the HOMO-LUMO gap (spin up / spin down) at 0.25858 / 0.25862 Eh. Its total charge is -1.

***

# 7
C3H2CrFO2 | ωB97M-V with the def2-TZVPD basis set

The geometry in XYZ format:
```
9
Properties=species:S:1:pos:R:3:forces:R:3:lowdin_spin:R:1
O -1.9085 0.0524 -0.2390 1.6 -3.0 -0.8 0.00
C -0.8917 -0.6594 -0.2030 -2.2 5.2 0.2 0.00
O -0.8055 -1.8322 0.2981 1.2 -3.5 0.9 -0.04
C 0.3242 1.4730 -0.2507 1.3 -0.7 -0.5 0.00
C 0.3817 0.1359 -0.2426 -1.3 1.8 -0.3 0.00
H 0.9822 2.0718 0.3794 0.3 -0.1 -0.7 0.00
H -0.3034 1.9545 -0.9984 -0.5 -0.1 0.9 0.00
F 1.4365 -0.5195 0.3466 0.9 -1.3 1.1 0.02
Cr 0.7846 -2.6764 0.9095 -1.3 1.6 -0.8 4.03
```
Positions in Å, forces in eV/Å.

The spin multiplicity is 5. The calculation puts the HOMO-LUMO gap (spin up / spin down) at 0.22260 / 0.24786 Eh. Its total charge is +1.

***

# 8
C3H2CsLiO3 | ωB97M-V with the def2-TZVPD basis set

The geometry in XYZ format:
```
10
Properties=species:S:1:pos:R:3:forces:R:3:lowdin_spin:R:1
C -0.1967 -1.8495 0.2420 0.7 -0.7 0.9 0.58
C 0.1942 -0.5197 0.6062 -1.5 0.6 0.9 0.10
O -0.0797 0.0461 1.6809 0.7 -0.7 -0.8 0.22
Cs -0.0544 3.5544 2.4389 0.1 -0.5 -0.3 0.00
H -0.9781 -2.3485 0.8158 0.3 0.1 -0.1 0.03
H 0.3915 -2.4062 -0.4870 -0.5 0.2 0.0 0.02
O 0.0194 -0.2265 -1.7047 1.0 0.8 -0.4 0.06
C 0.3563 0.3452 -0.6384 -1.8 0.5 -0.5 0.00
Li 0.0332 1.8005 -2.4546 0.0 -0.8 0.6 0.00
O 0.3142 1.6043 -0.4990 0.9 0.5 -0.3 -0.01
```
Positions in Å, forces in eV/Å.

The spin multiplicity is 2. The calculation puts the HOMO-LUMO gap (spin up / spin down) at 0.30770 / 0.31941 Eh. Its total charge is +1.

***

Maximum force across the listed records, respectively: 5.0 2.7 6.8 6.3 3.8 3.9 5.7 1.9 eV Å⁻¹.
Relative energy (zero: lowest compared OMol25 entry of this formula, charge and spin) across the listed records, respectively: 3.770 2.242 2.560 1.015 2.987 0.696 0.000 0.000 eV.
Total energy across the listed records, respectively: -19198.87274 -19200.40101 -23293.59196 -40276.04582 -21806.03298 -32644.27486 -38366.53379 -10033.33995 eV.